{
  "formula": "C7H14CoI2N4O4",
  "method": "ωB97M-V/def2-TZVPD",
  "multiplicity": 2,
  "s_squared": 0.761,
  "gap_ev": [8.5, 5.4],
  "homo_energy_ev": [-8.38, -8.37],
  "species": ["Co", "N", "C", "C", "O", "N", "C", "C", "O", "O", "H", "H", "H", "H", "H", "H", "I", "C", "I", "H", "H", "C", "N", "C", "N", "O", "H", "H", "H", "H", "H", "H"],
  "coordinates": [[-1.26, 0.68, -0.09], [-1.20, 1.07, -1.99], [0.21, 1.31, -2.39], [1.10, 1.48, -1.17], [2.31, 1.43, -1.20], [0.34, 1.66, -0.02], [0.89, 1.89, 1.23], [0.28, 0.69, 2.16], [0.95, 0.38, 3.11], [-0.86, 0.30, 1.75], [-1.59, 0.27, -2.47], [-1.77, 1.88, -2.19], [0.30, 2.20, -3.00], [0.59, 0.47, -2.97], [0.41, 2.75, 1.73], [1.97, 1.97, 1.27], [-3.30, -0.81, -0.24], [-2.36, 2.20, 0.35], [-1.76, 4.10, -0.47], [-2.33, 2.32, 1.43], [-3.38, 2.08, 0.02], [0.85, -4.07, 0.93], [0.14, -3.01, 0.25], [0.64, -1.79, -0.04], [1.91, -1.52, 0.32], [-0.08, -0.96, -0.62], [0.24, -4.96, 0.93], [1.07, -3.81, 1.97], [1.79, -4.31, 0.41], [-0.85, -3.09, 0.07], [2.45, -2.15, 0.89], [2.32, -0.64, 0.05]],
  "lowdin_spin": [0.08, 0.00, 0.00, 0.04, 0.11, 0.39, 0.10, 0.06, 0.12, 0.04, 0.00, 0.00, 0.00, 0.00, 0.03, 0.00, 0.00, 0.00, 0.02, 0.00, 0.00, 0.00, 0.00, 0.00, 0.00, 0.01, 0.00, 0.00, 0.00, 0.00, 0.00, 0.00]
}

***

{
  "formula": "C27H29FN6O",
  "method": "ωB97M-V/def2-TZVPD",
  "de_lowest_ev": 0.1754,
  "gap_ev": 7.5,
  "homo_energy_ev": -7.89,
  "species": ["N", "C", "C", "C", "N", "C", "C", "C", "C", "C", "C", "N", "C", "N", "C", "H", "C", "N", "C", "C", "C", "C", "C", "C", "H", "H", "H", "H", "F", "C", "H", "C", "H", "H", "H", "H", "H", "H", "H", "H", "H", "H", "H", "C", "O", "N", "H", "C", "C", "C", "C", "C", "C", "H", "H", "H", "H", "H", "H", "H", "H", "H", "H", "H"],
  "coordinates": [[-1.36, -2.15, -4.08], [-1.44, -1.24, -3.40], [-1.52, -0.08, -2.54], [-1.41, -0.53, -1.10], [-0.46, -1.39, -0.86], [-0.44, -2.06, 0.31], [0.60, -2.95, 0.63], [0.48, -3.74, 1.74], [-0.66, -3.69, 2.54], [-1.68, -2.81, 2.27], [-1.56, -1.94, 1.17], [-2.45, -0.95, 0.98], [-2.32, -0.14, -0.06], [-3.11, 0.98, -0.12], [-2.58, 2.22, -0.65], [-2.16, 2.12, -1.65], [-1.47, 2.74, 0.30], [-1.74, 2.31, 1.66], [-0.91, 1.43, 2.33], [0.48, 1.46, 2.18], [1.33, 0.59, 2.83], [0.82, -0.34, 3.72], [-0.55, -0.35, 3.94], [-1.39, 0.51, 3.26], [-2.44, 0.43, 3.45], [-0.97, -1.05, 4.65], [1.47, -1.02, 4.23], [2.39, 0.67, 2.64], [1.08, 2.39, 1.37], [-3.16, 2.34, 1.93], [-3.51, 3.34, 1.66], [-3.90, 1.27, 1.07], [-4.03, 0.34, 1.62], [-4.87, 1.65, 0.75], [-3.35, 2.19, 2.99], [-1.42, 3.83, 0.25], [-0.52, 2.34, -0.04], [-3.41, 2.92, -0.70], [-2.55, -2.74, 2.89], [-0.74, -4.34, 3.40], [1.27, -4.43, 1.99], [1.46, -3.00, -0.02], [-2.46, 0.43, -2.74], [-0.31, 0.85, -2.88], [-0.49, 2.00, -3.22], [0.85, 0.22, -2.75], [0.83, -0.70, -2.33], [2.14, 0.85, -2.92], [3.10, -0.13, -3.59], [3.45, -1.29, -2.67], [4.02, -0.79, -1.35], [3.04, 0.15, -0.66], [2.70, 1.33, -1.58], [3.61, 1.91, -1.77], [1.99, 1.99, -1.09], [2.13, -0.39, -0.40], [3.47, 0.53, 0.26], [4.25, -1.63, -0.70], [4.96, -0.26, -1.54], [4.18, -1.94, -3.17], [2.57, -1.90, -2.48], [4.01, 0.41, -3.86], [2.65, -0.50, -4.52], [1.97, 1.72, -3.57]],
  "lowdin_charge": [0.18, -0.19, -0.14, -0.14, 0.19, -0.20, -0.01, -0.08, -0.08, -0.03, -0.21, 0.19, -0.21, -0.05, -0.11, 0.09, -0.10, -0.07, -0.16, -0.20, -0.02, -0.09, -0.10, -0.04, 0.10, 0.11, 0.10, 0.11, 0.04, -0.13, 0.12, -0.12, 0.10, 0.12, 0.12, 0.13, 0.11, 0.13, 0.12, 0.11, 0.10, 0.11, 0.15, -0.46, 0.08, 0.12, 0.11, -0.29, -0.14, -0.20, -0.20, -0.20, -0.13, 0.12, 0.10, 0.09, 0.10, 0.11, 0.11, 0.11, 0.10, 0.12, 0.12, 0.15]
}